P) This record from the Open Molecules 2025 dataset describes the molecule C2H2N4O. The level of theory is wB97M-V/def2-TZVPD.

## Properties
- E_LUMO (eV) = -1.182
- SMILES = [H]/N=c1/ncnno1
- net charge = 0

The geometry in XYZ format:
```
9
Properties=species:S:1:pos:R:3:mulliken_charge:R:1
C 0.48 -0.73 -0.09 0.5227
C -1.01 0.86 -0.77 0.1073
H 1.90 -1.96 0.50 0.2880
H -1.62 1.41 -1.44 0.4239
N 1.28 -1.69 -0.30 -0.5866
N -0.37 -0.20 -1.06 -0.3965
N -0.89 1.49 0.52 -0.2935
N -0.13 1.00 1.41 0.0741
O 0.37 -0.20 1.23 -0.1394
```

---

Q) This record from the Open Molecules 2025 dataset describes the molecule C2H2N4O. The level of theory is wB97M-V/def2-TZVPD.

## Properties
- E_LUMO (eV) = -0.409
- SMILES = [H]/N=c1\nconn1
- net charge = 0

The geometry in XYZ format:
```
9
Properties=species:S:1:pos:R:3:mulliken_charge:R:1
C 0.85 -0.26 0.00 0.5221
C -1.12 0.83 0.01 0.1333
H 2.53 0.52 -0.03 0.2900
H -1.70 1.72 0.08 0.4129
N 2.11 -0.39 -0.04 -0.5642
N 0.15 0.93 0.00 -0.4548
N -1.09 -1.58 -0.01 -0.0008
N 0.10 -1.50 0.04 -0.0747
O -1.84 -0.28 -0.06 -0.2638
```

---

Which structure is the least stable? The one labeled P).

---

P) This record from the Open Molecules 2025 dataset describes a cluster of 14 separate species, C22H72N4O14 in total. The level of theory is wB97M-V/def2-TZVPD.

## Properties
- E_LUMO (eV) = -0.122
- net charge = 0

The geometry in XYZ format:
```
112
Properties=species:S:1:pos:R:3:mulliken_charge:R:1
C 24.59 5.82 -4.66 -1.1601
C 23.71 7.07 -4.30 0.9619
O 23.86 7.33 -2.96 -0.6898
H 25.59 6.05 -4.28 0.4466
H 24.70 5.78 -5.75 0.1868
H 24.17 4.89 -4.23 0.1590
H 22.67 6.97 -4.72 -0.4655
H 24.08 7.92 -4.86 0.1020
H 23.03 7.78 -2.76 0.4318
C 17.90 5.86 -2.42 -0.1614
C 16.96 4.86 -3.03 -0.5334
O 16.20 5.56 -3.95 -0.4043
H 18.16 5.55 -1.44 0.6419
H 17.37 6.83 -2.40 -0.1682
H 18.73 5.90 -3.10 -0.4176
H 16.27 4.41 -2.28 0.5409
H 17.61 4.11 -3.46 0.0450
H 15.45 4.99 -4.04 0.2754
C 17.98 5.78 -9.92 -0.4724
C 16.57 5.19 -10.00 -0.5302
O 16.44 4.42 -11.23 -0.5743
H 18.16 6.12 -8.88 -0.0862
H 18.09 6.61 -10.62 0.3023
H 18.66 5.02 -10.14 0.4419
H 15.86 5.98 -9.98 0.3191
H 16.38 4.56 -9.19 0.2716
H 15.52 4.14 -11.30 0.3091
C 15.49 8.84 -3.26 -1.2239
C 15.80 9.35 -4.64 1.3191
O 14.68 9.49 -5.52 -0.7033
H 14.81 9.54 -2.71 0.3491
H 16.40 8.74 -2.71 0.0606
H 15.02 7.92 -3.36 0.3162
H 16.47 8.64 -5.08 -0.6917
H 16.34 10.26 -4.54 0.3094
H 14.82 9.30 -6.43 0.3522
C 21.18 4.38 -4.53 -0.3972
C 21.88 3.25 -5.24 -0.8884
O 21.09 2.74 -6.24 -0.4741
H 20.24 4.09 -4.15 0.4577
H 21.01 5.25 -5.23 -0.3445
H 21.77 4.80 -3.70 0.5480
H 22.02 2.46 -4.55 0.6027
H 22.90 3.43 -5.59 0.2316
H 21.26 1.76 -6.23 0.3088
C 22.85 6.71 -8.42 -1.3737
C 22.05 5.57 -7.77 1.2021
O 20.68 5.90 -8.07 -0.2701
H 22.61 6.79 -9.46 0.3710
H 23.88 6.37 -8.31 0.6048
H 22.68 7.70 -7.94 -0.0022
H 22.25 5.56 -6.69 -0.9391
H 22.32 4.62 -8.21 0.5090
H 20.15 5.26 -7.63 0.0292
C 20.97 9.81 -9.04 -0.6767
C 19.89 8.75 -9.31 0.2651
O 19.18 9.13 -10.51 -0.6307
H 21.80 9.74 -9.70 0.4389
H 21.26 9.56 -7.99 -0.4029
H 20.60 10.83 -9.00 0.3015
H 19.17 8.59 -8.57 -0.2453
H 20.38 7.82 -9.50 0.5627
H 19.55 8.64 -11.30 0.3648
C 23.39 11.29 -4.80 -1.3044
C 21.95 11.24 -5.28 -0.4980
O 21.27 9.99 -5.11 -0.0565
H 23.48 11.13 -3.72 0.3136
H 23.76 12.29 -5.05 0.4312
H 24.01 10.56 -5.36 0.2535
H 21.86 11.57 -6.29 0.5472
H 21.35 11.89 -4.68 0.3021
H 21.47 9.71 -4.23 -0.3339
C 18.54 11.07 -1.92 0.4929
O 17.94 9.94 -1.32 -0.6660
N 18.97 11.12 -3.14 0.1184
N 18.44 12.30 -1.37 -0.5185
H 18.90 10.24 -3.68 -0.1520
H 19.19 11.97 -3.59 0.2875
H 18.00 12.44 -0.42 0.2869
H 18.29 13.14 -2.01 0.1932
C 19.08 7.70 -5.40 -0.7031
O 18.82 8.62 -4.41 0.2487
N 18.26 6.70 -5.72 2.7428
N 20.10 7.82 -6.17 2.7128
H 17.61 6.57 -4.96 -0.1901
H 18.54 5.79 -6.12 -1.1024
H 20.66 8.66 -5.98 -0.1378
H 20.35 7.21 -6.95 -1.2907
C 17.82 3.53 -6.64 -0.9802
O 19.01 4.24 -6.60 -1.1577
H 16.98 4.19 -6.59 0.1157
H 17.73 2.92 -5.81 0.4117
H 17.70 2.87 -7.44 0.3815
H 19.70 3.60 -6.42 0.3095
C 20.89 7.70 -2.53 -0.2340
O 21.67 8.88 -2.40 -0.6860
H 19.75 8.01 -2.32 0.1472
H 21.19 6.86 -1.96 0.5752
H 20.91 7.36 -3.62 -0.4341
H 21.56 9.21 -1.47 0.3169
C 15.13 6.63 -7.09 -0.7375
O 16.24 7.45 -7.44 -0.5807
H 14.75 6.78 -6.05 0.1196
H 15.56 5.60 -7.10 0.1188
H 14.28 6.87 -7.77 0.3290
H 16.96 7.25 -6.84 0.1691
C 18.30 11.09 -6.72 0.0798
O 18.34 11.74 -7.92 -0.5639
H 18.18 11.81 -5.90 0.0938
H 19.36 10.78 -6.66 -0.3004
H 17.54 10.32 -6.62 0.1295
H 17.56 11.51 -8.38 0.3869
```

---

Q) This record from the Open Molecules 2025 dataset describes a cluster of 14 separate species, C22H72N4O14 in total. The level of theory is wB97M-V/def2-TZVPD.

## Properties
- E_LUMO (eV) = 0.032
- net charge = 0

The geometry in XYZ format:
```
112
Properties=species:S:1:pos:R:3:mulliken_charge:R:1
C -0.33 -0.26 -0.41 0.4780
C 0.61 0.79 -0.05 -1.1374
O 0.91 0.93 1.30 2.6470
H -0.45 -0.29 -1.47 0.0088
H -1.27 -0.07 -0.04 -0.0613
H -0.01 -1.26 -0.03 -1.2729
H 0.37 1.74 -0.39 1.4169
H 1.58 0.52 -0.56 0.1728
H 1.66 1.59 1.42 -1.4944
C -0.61 2.49 3.92 -0.6799
C -1.97 2.37 3.18 0.7743
O -2.37 3.64 2.89 -0.6503
H -0.64 3.17 4.74 0.4856
H 0.13 2.94 3.32 -0.0935
H -0.13 1.47 4.04 0.1600
H -2.78 1.88 3.78 0.2941
H -1.94 2.00 2.23 -0.6534
H -3.16 3.52 2.37 0.3146
C -3.41 0.90 -2.81 -0.7015
C -2.93 -0.59 -2.94 1.1523
O -3.85 -1.37 -3.62 -0.6546
H -2.85 1.39 -2.14 -0.6296
H -4.47 0.96 -2.57 0.5424
H -3.28 1.30 -3.87 0.3897
H -2.96 -1.06 -1.96 -0.2270
H -1.99 -0.65 -3.50 -0.0762
H -3.37 -2.11 -3.99 0.3423
C 3.25 -1.53 0.47 0.1327
C 3.93 -1.19 -0.86 -1.0722
O 3.11 -0.87 -1.97 -0.4779
H 2.97 -2.49 0.58 -0.1442
H 2.29 -0.99 0.64 0.1057
H 3.95 -1.30 1.26 0.5244
H 4.54 -2.03 -1.05 0.4512
H 4.65 -0.37 -0.69 0.4009
H 2.71 -1.71 -2.29 0.1206
C 2.51 -5.41 1.09 -0.9563
C 1.05 -5.41 1.11 -0.2840
O 0.58 -4.14 0.79 0.0461
H 2.94 -5.13 0.09 0.1465
H 2.96 -6.43 1.23 0.3769
H 2.92 -4.70 1.77 0.2886
H 0.65 -5.53 2.15 0.2889
H 0.60 -6.18 0.50 0.3677
H 0.84 -3.56 1.50 -0.3267
C -1.82 3.98 -0.67 0.1934
C -2.92 5.00 -1.08 -0.8956
O -4.19 4.53 -0.84 -0.5040
H -1.99 3.78 0.35 -0.0612
H -0.83 4.36 -0.64 0.3268
H -1.97 3.08 -1.29 -0.2818
H -2.80 5.41 -2.08 0.3898
H -2.81 5.80 -0.47 0.4959
H -4.82 5.25 -0.97 0.2790
C 0.96 2.30 -3.09 -0.2707
C -0.18 1.90 -3.94 0.4612
O -0.36 2.95 -4.91 -0.6263
H 0.87 3.18 -2.43 0.1207
H 1.69 2.58 -3.86 0.3602
H 1.36 1.43 -2.61 -0.0512
H -1.16 1.88 -3.47 -0.3049
H -0.13 0.96 -4.50 -0.0458
H -0.63 3.70 -4.41 0.3491
C 2.77 0.15 3.66 -0.2308
C 3.01 1.17 4.83 -0.7769
O 2.86 2.47 4.37 -0.5681
H 3.31 -0.82 3.86 0.4817
H 3.27 0.46 2.77 -0.0549
H 1.73 0.01 3.32 -0.1903
H 4.04 1.15 5.13 0.3874
H 2.36 0.89 5.63 0.4245
H 2.16 2.91 4.89 0.2913
C -0.11 -2.06 3.00 0.5248
O 1.18 -2.45 2.72 -0.7457
N -0.63 -0.87 2.73 0.4543
N -0.88 -2.90 3.67 -0.4297
H 0.04 -0.29 2.21 -1.2922
H -1.57 -0.63 3.09 0.2065
H -0.40 -3.65 4.16 0.3419
H -1.59 -2.39 4.30 0.2214
C 2.31 3.65 1.30 0.4183
O 1.81 4.52 2.30 -0.7334
N 2.15 3.93 0.04 -0.2461
N 3.18 2.73 1.59 -0.4201
H 1.51 4.69 -0.21 0.2170
H 2.59 3.36 -0.72 0.2427
H 3.35 2.45 2.56 0.3239
H 3.68 2.11 0.92 0.1276
C -2.05 -3.26 -0.91 -0.4401
O -2.62 -4.22 -1.66 -0.6276
H -2.75 -2.53 -0.55 0.5091
H -1.32 -2.73 -1.50 -0.1220
H -1.63 -3.71 -0.04 0.2568
H -2.57 -3.96 -2.61 0.4036
C 1.04 -4.58 -2.15 -0.8454
O 1.33 -3.37 -1.54 0.1558
H -0.07 -4.74 -2.05 0.2321
H 1.51 -5.38 -1.60 0.3214
H 1.16 -4.59 -3.27 0.2388
H 0.96 -3.52 -0.67 0.1165
C -4.14 1.34 0.56 0.2847
O -4.92 1.29 1.75 -0.6230
H -4.07 2.37 0.12 0.0305
H -4.33 0.58 -0.12 0.5148
H -3.16 1.05 0.95 -0.4879
H -4.45 0.89 2.44 0.3194
C 0.71 -1.84 -4.24 -0.5813
O 0.68 -1.10 -5.37 -0.5213
H 0.40 -2.85 -4.47 0.3278
H 0.05 -1.51 -3.46 0.1947
H 1.76 -1.86 -3.92 0.2859
H 1.19 -1.49 -6.11 0.3114
```

---

Which structure is the least stable? The one labeled Q).